No. 1
16
Properties=species:S:1:pos:R:3:forces:R:3 method="wB97M-V/def2-TZVPD" total_energy_ha=-627.9824 homo_lumo_gap_ev=9.966 e_above_lowest_kj_mol=32.1 smiles=NC[C@@H](N)CS
N -1.03450 1.00051 -0.77794 0.2 -0.3 0.9
C 0.10814 0.19260 -0.26575 -0.1 0.3 -0.4
C 0.88418 0.87318 0.86151 0.3 0.3 -0.5
S 1.93086 2.22559 0.17070 -0.1 0.0 0.4
C -0.36917 -1.17240 0.16433 -1.2 -0.6 -1.1
N -0.86432 -1.94942 -1.00876 0.2 0.3 0.4
H -0.82785 1.98401 -0.62510 0.2 0.1 -0.4
H -1.76779 0.83601 -0.10089 -0.6 0.0 0.1
H 0.72893 0.06056 -1.14923 0.5 -0.1 0.2
H 0.24370 1.33962 1.61100 -0.2 -0.1 -0.1
H 1.51138 0.15110 1.37463 0.2 0.0 0.0
H 3.10968 1.62554 0.34277 0.1 -0.1 -0.1
H -1.22633 -1.03918 0.84147 0.5 0.0 0.6
H 0.42772 -1.78170 0.58835 0.0 0.3 0.3
H -1.15948 -2.85525 -0.66120 0.0 0.0 -0.2
H -1.69514 -1.49077 -1.36588 0.0 0.0 -0.1

***

No. 2
16
Properties=species:S:1:pos:R:3:forces:R:3 method="wB97M-V/def2-TZVPD" total_energy_ha=-627.9894 homo_lumo_gap_ev=10.001 e_above_lowest_kj_mol=13.7 smiles=NC[C@@H](N)CS
N -1.13884 1.16286 -0.17718 0.0 -0.2 0.1
C -0.38167 -0.11011 -0.16677 -0.2 0.4 0.0
C 0.83421 0.03475 0.75188 -0.3 -0.1 0.2
S 2.27745 0.79331 -0.03824 0.0 0.1 0.1
C -1.27662 -1.23767 0.32592 -0.3 0.1 0.2
N -2.36660 -1.50887 -0.62206 -0.5 0.0 0.3
H -0.81477 1.78020 -0.91221 0.2 0.0 0.1
H -2.11169 0.99290 -0.39762 0.0 0.0 0.0
H -0.05655 -0.35242 -1.18094 0.1 -0.2 0.0
H 0.55015 0.62044 1.62718 0.0 0.1 -0.1
H 1.13238 -0.94080 1.14210 0.2 0.0 -0.2
H 1.96671 2.05941 0.26529 0.0 0.0 0.0
H -1.64292 -0.96448 1.32687 0.0 0.0 0.0
H -0.69034 -2.14885 0.44354 0.1 0.0 -0.1
H -2.82655 -2.38740 -0.39148 0.3 0.0 -0.1
H -3.12298 -0.84136 -0.47762 0.2 0.1 -0.2

***

No. 3
16
Properties=species:S:1:pos:R:3:forces:R:3 method="wB97M-V/def2-TZVPD" total_energy_ha=-627.9313 homo_lumo_gap_ev=8.876 e_above_lowest_kj_mol=166.1 smiles="[H]/N=C/N.CSC"
C -1.86716 1.16399 1.17694 0.3 -0.3 1.3
S -1.49149 2.01706 -0.34159 0.3 0.5 -0.9
C -1.99015 0.77250 -1.60227 -0.4 0.0 1.6
H -2.89742 0.82314 1.03705 0.3 -0.6 0.5
H -1.89181 1.86730 2.04695 0.0 -0.1 -1.0
H -1.10254 0.40011 1.49936 -1.0 0.4 -0.8
H -2.80937 0.21096 -1.13854 -0.1 0.1 -0.4
H -2.28920 1.20945 -2.53438 -0.3 0.6 -0.2
H -1.20431 0.08553 -1.80005 0.8 -0.6 -0.1
N 2.53210 -2.00139 -0.53784 -1.7 0.7 -0.8
C 2.31976 -1.33291 0.63763 2.2 1.9 1.4
N 1.77307 -0.13283 0.73492 1.3 -2.5 -1.5
H 3.43788 -2.36859 -0.84718 -0.7 0.1 1.0
H 2.17258 -1.29875 -1.17184 0.1 -0.5 -1.1
H 2.89293 -1.77091 1.48400 -0.3 0.2 -0.3
H 2.41513 0.35533 1.35687 -1.1 0.0 1.2

***

No. 4
16
Properties=species:S:1:pos:R:3:forces:R:3 method="wB97M-V/def2-TZVPD" total_energy_ha=-627.6679 homo_lumo_gap_ev="10.217 / 4.819" spin_multiplicity=2 e_above_lowest_kj_mol=139.3 charge=+1
N -0.10186 -0.32994 -1.35423 -0.4 -1.1 0.0
C -0.49884 0.06736 -0.02431 -0.2 0.3 -0.2
C 0.72953 0.10205 0.91762 0.8 -0.7 -0.3
S 1.58320 -1.45829 0.95294 -0.1 0.1 0.2
C -1.00432 1.50054 -0.09082 -0.4 -0.2 -0.3
N -2.15096 1.55195 -0.99703 0.1 0.3 0.3
H -0.80046 0.04003 -1.99942 0.2 0.5 -0.1
H -0.20826 -1.33830 -1.49880 0.2 0.2 0.2
H -1.27883 -0.56511 0.41589 0.2 -0.1 0.1
H 1.48510 0.73452 0.43399 -0.1 0.3 -0.1
H 0.56988 0.43913 1.93012 -0.2 0.0 0.3
H 1.62346 -1.59648 -0.39158 0.0 0.1 -0.1
H -0.20839 2.10495 -0.53479 -0.1 0.1 0.2
H -1.25026 1.83243 0.91513 0.2 0.3 0.2
H -2.97102 1.14947 -0.55442 0.0 -0.1 0.0
H -2.37080 2.53328 -1.12690 -0.1 -0.1 -0.3

***

No. 5
16
Properties=species:S:1:pos:R:3:forces:R:3 method="wB97M-V/def2-TZVPD" total_energy_ha=-627.6535 homo_lumo_gap_ev="10.882 / 5.884" spin_multiplicity=2 e_above_lowest_kj_mol=177.2 charge=+1
N -0.52179 -1.75258 -0.86600 0.2 -0.6 -1.1
C -1.59520 -1.18969 -1.25075 -1.4 1.0 0.6
N -2.15272 -0.07688 -0.62069 0.0 -1.2 -0.5
H 0.32450 -1.75912 0.83069 0.0 1.9 -0.2
H -0.29848 -2.42450 -1.61355 0.4 0.0 0.8
H -2.21239 -1.53979 -2.10468 0.5 0.2 0.4
H -3.16316 -0.13810 -0.52505 0.2 0.4 -0.2
H -1.68541 0.26662 0.20234 -0.2 -0.1 0.1
C 2.11202 1.43327 0.80353 1.3 -1.2 0.4
C 0.68065 0.89808 0.63254 0.3 0.1 -1.2
S 0.43230 -0.57121 1.70858 -0.1 -0.1 -0.1
H 2.79012 0.73999 0.28633 -0.2 0.0 0.1
H 2.48062 1.43144 1.84602 -0.4 0.4 -0.4
H 2.33320 2.38531 0.32005 -0.7 0.2 0.2
H 0.53808 0.59754 -0.41007 0.1 -0.3 0.2
H -0.06234 1.69960 0.76070 0.0 -0.5 0.9

***

No. 6
17
Properties=species:S:1:pos:R:3:forces:R:3 method="wB97M-V/def2-TZVPD" total_energy_ha=-1026.1085 homo_lumo_gap_ev=8.561 e_above_lowest_kj_mol=203.6 smiles=NC[C@H](N)CSS
S -0.02404 3.83126 0.54965 -0.3 -1.4 0.5
S 0.17814 2.16216 1.94229 -0.5 -0.1 -1.0
C -0.69270 0.63817 1.19338 -0.3 2.8 -1.1
C 0.13083 -0.00104 0.10533 1.5 -1.0 -4.9
C -0.39755 -1.40962 -0.45868 -1.9 2.5 6.2
N -0.20062 -1.66116 -1.76659 1.6 -3.7 -3.7
N 1.58328 -0.04990 0.29076 0.1 0.5 0.5
H 0.01871 3.14821 -0.61936 0.3 0.0 0.3
H -1.66235 0.99814 0.78288 0.7 -0.1 -0.1
H -1.05664 0.10503 2.03713 0.6 -1.1 0.9
H 0.08674 0.56573 -0.97718 -0.6 -0.3 2.7
H -1.41072 -1.38000 0.03624 -0.3 -0.4 -1.3
H 0.05129 -2.17088 0.19886 0.4 0.0 -0.6
H 0.00076 -2.70347 -1.83656 -0.5 2.2 -0.8
H -0.58113 -1.25803 -2.63934 -0.1 -0.1 1.7
H 2.13164 -0.81182 -0.07868 -0.7 -0.3 -0.6
H 1.84436 -0.00276 1.23988 0.2 0.4 1.3

***

No. 7
16
Properties=species:S:1:pos:R:3:forces:R:3 method="wB97M-V/def2-TZVPD" total_energy_ha=-284.2577 homo_lumo_gap_ev=10.829 e_above_lowest_kj_mol=310.4 smiles="CC/C(N)=N/[NH3+]" charge=+1
C -0.24933 0.02377 0.18589 -0.1 -0.6 0.5
C 2.22763 0.10189 -0.31107 -0.4 1.2 1.1
C 1.08366 0.91073 0.23548 -2.7 -1.9 -1.9
N -1.29374 0.71376 -0.06634 -0.2 1.5 -0.3
N -0.11650 -1.30473 0.48176 3.6 4.1 0.1
N -2.60479 0.13828 -0.22819 0.8 -2.5 0.4
H 1.83119 -0.47272 -1.10823 0.3 -0.7 -1.0
H 2.95352 0.83901 -0.63606 0.6 -0.6 0.0
H 2.51238 -0.48407 0.54476 1.2 -0.6 -0.2
H 1.19427 1.19703 1.22549 0.4 0.8 1.9
H 0.87583 1.74269 -0.40428 -0.3 0.6 -0.1
H 0.88181 -1.39944 0.55566 0.2 -0.9 0.3
H -0.50761 -2.16754 0.44408 -2.6 -2.3 -0.5
H -3.03591 -0.30979 0.64916 0.7 0.4 -1.6
H -2.62424 -0.46529 -1.09451 -0.2 0.1 1.3
H -3.12818 0.93642 -0.47360 -1.2 1.2 -0.1

***

No. 8
16
Properties=species:S:1:pos:R:3:forces:R:3 method="wB97M-V/def2-TZVPD" total_energy_ha=-284.1542 homo_lumo_gap_ev="6.568 / 6.537" e_above_lowest_kj_mol=582.4 charge=+1
C 0.41752 0.50788 -1.08211 -0.3 6.3 0.6
C -1.87298 0.78575 0.27532 1.7 -1.5 -1.3
C 1.21729 -1.44274 -0.12807 -1.5 2.4 -1.8
N 1.11906 -0.07169 -0.16855 1.0 -4.0 1.2
N 1.72963 0.67570 0.84848 0.3 1.2 -0.5
N -2.01032 -0.50233 0.50329 -1.4 0.4 -2.1
H -0.08234 0.14433 -1.89770 -0.7 -1.9 -1.5
H 0.44605 1.64346 -1.08765 0.4 -1.5 -0.1
H -1.08328 1.40956 0.70014 -0.8 -0.3 0.8
H -2.40236 1.15715 -0.59044 -0.2 0.2 0.1
H 0.71096 -1.87031 -0.99943 0.4 -0.3 0.7
H 1.35830 -1.92484 0.78091 0.8 -0.7 1.3
H 2.25709 1.49468 0.39129 -0.7 -2.0 1.3
H 2.24795 0.04276 1.49379 -0.2 1.0 -1.1
H -1.52426 -0.99479 1.22618 0.3 -0.3 0.3
H -2.52829 -1.05457 -0.26544 0.9 0.9 2.2

***

No. 9
17
Properties=species:S:1:pos:R:3:forces:R:3 method="wB97M-V/def2-TZVPD" total_energy_ha=-359.8120 homo_lumo_gap_ev=7.799 e_above_lowest_kj_mol=80.4 charge=-1
C 0.29908 1.42350 -0.48520 -0.4 0.1 -0.3
O 1.27099 0.45155 -0.46978 -0.6 0.5 -0.4
C 0.30292 2.15676 0.83903 -0.7 0.5 2.2
N -0.69831 3.28024 1.00788 0.3 -0.3 -1.0
H 0.40185 2.22960 -1.27703 0.3 -0.4 0.1
H -0.75575 1.05063 -0.66768 0.6 0.0 0.2
H 0.01940 1.44317 1.65997 0.5 0.3 -0.8
H 1.34010 2.49939 1.03262 -0.4 -0.2 -0.1
H -0.83613 3.62751 1.95514 0.5 -0.3 -0.3
H -0.44305 4.05835 0.40366 -0.1 -0.1 0.3
N 0.07954 -1.74790 -0.95026 -0.8 -0.9 1.3
C -0.28845 -2.60004 0.06134 0.1 0.5 -2.4
N -0.95227 -3.68295 -0.19239 0.2 0.0 0.1
H 0.58101 -0.77316 -0.80010 0.2 0.0 0.3
H -0.37234 -2.00464 -1.82075 0.3 0.1 0.1
H -0.00005 -2.34843 1.06789 0.5 0.4 0.3
H -0.98692 -4.22183 0.65688 -0.4 -0.2 0.4

***

No. 10
17
Properties=species:S:1:pos:R:3:forces:R:3 method="wB97M-V/def2-TZVPD" total_energy_ha=-359.4568 homo_lumo_gap_ev=11.387 e_above_lowest_kj_mol=480.7 charge=+1
C 2.15410 -0.07247 -0.31087 1.5 0.0 -0.1
C -2.74646 0.62865 -0.04271 0.5 -1.1 -3.9
C 4.54535 0.09131 0.14335 -0.6 1.6 -0.2
N 1.06770 -0.41037 -0.21998 -1.1 -0.4 0.3
N -1.70156 -0.00745 -0.89600 -1.6 -0.7 0.6
N -1.32198 -1.15750 -0.15127 -0.5 -2.3 -0.2
O 3.30444 0.33079 -0.56397 -0.1 0.6 -1.2
H -3.45956 -0.20911 -0.06681 -0.7 1.1 0.6
H -2.30747 0.80360 0.90450 -0.2 0.9 1.2
H -3.01065 1.44648 -0.75440 -0.6 -0.1 1.6
H 4.76638 -0.93422 0.12164 0.7 -1.2 -0.4
H 4.35195 0.40573 1.13387 0.2 0.3 1.2
H 5.19775 0.81059 -0.36667 0.2 -0.8 0.3
H -0.97762 0.62644 -1.18400 1.0 -0.5 0.6
H -1.26337 -1.01762 0.85447 0.9 0.8 0.5
H -2.12895 -1.87168 -0.10559 1.3 1.1 -1.3
H -0.38897 -1.55610 -0.46312 -1.1 0.6 0.3

***

No. 11
17
Properties=species:S:1:pos:R:3:forces:R:3 method="wB97M-V/def2-TZVPD" total_energy_ha=-359.3186 homo_lumo_gap_ev="4.684 / 8.409" spin_multiplicity=3 e_above_lowest_kj_mol=244.2 charge=+1
C 1.57611 -0.70930 0.27161 7.1 -2.8 1.7
C 0.06283 0.06320 0.13634 -4.2 2.5 -2.5
C -1.13173 -0.58808 0.67484 -1.3 0.3 -0.5
N 2.57786 0.25505 0.10772 -0.6 -1.0 0.2
N -0.12294 1.43375 -0.29819 -0.6 -1.5 1.8
N -2.22645 -0.21295 -0.37340 -1.7 -0.7 0.1
O 0.77378 -0.74886 -0.83028 -1.4 0.3 0.8
H 1.79091 -1.57063 1.03435 -0.7 1.3 -1.8
H -1.60554 -0.07274 1.49681 0.5 -0.3 1.1
H -1.22646 -1.69710 0.65003 0.8 0.8 0.7
H 3.34935 0.09884 0.69683 1.0 0.0 1.2
H 2.95664 0.46125 -0.80692 -0.5 0.0 -0.6
H 0.46655 1.97943 0.29329 0.2 0.9 0.1
H 0.05135 1.64270 -1.25583 0.5 -0.2 -0.9
H -1.88640 -0.66399 -1.21231 -0.8 -0.2 -0.7
H -2.18267 0.79083 -0.50893 0.2 0.5 0.0
H -3.22320 -0.46141 -0.07596 1.4 0.0 -0.8

***

No. 12
19
Properties=species:S:1:pos:R:3:forces:R:3 method="wB97M-V/def2-TZVPD" total_energy_ha=-509.8901 homo_lumo_gap_ev=10.942 e_above_lowest_kj_mol=390.0 charge=+1
C -0.05621 1.98964 1.64760 -0.3 -2.5 2.0
C -0.35995 -0.66679 1.98156 -3.1 -1.1 -0.8
C -0.27091 0.56187 1.20892 0.4 1.9 -0.2
N -0.44324 0.37412 -0.03488 0.3 0.7 1.2
N 1.07450 -0.59425 -3.20591 0.8 0.6 0.6
N -0.92694 -1.73214 1.14646 -2.8 1.2 2.1
O 1.69901 -1.38251 -2.57407 0.3 -0.9 -0.6
O 1.38582 -0.45223 -4.51700 0.9 -1.4 -0.4
O 0.24994 0.14477 -2.75656 -1.5 1.2 0.0
H -0.88820 2.24161 2.36427 1.0 0.2 -0.9
H 0.91992 2.10289 2.07414 0.4 0.0 0.9
H 0.01524 2.47638 0.74682 -0.5 2.1 -1.7
H 0.52329 -0.88696 2.45013 2.6 -0.5 1.1
H -1.07983 -0.59395 2.73791 -0.8 0.8 1.6
H -0.86120 -0.51237 -0.15704 -0.5 -1.9 -1.5
H -0.22093 1.06586 -0.69124 -0.2 0.8 -1.4
H -1.65499 -2.30317 1.65581 1.5 0.8 -1.0
H -0.22141 -2.24171 0.77471 2.3 -2.6 -1.3
H 1.11607 0.40893 -4.85162 -0.6 0.5 0.4